(1)
The following is a quantum chemistry calculation of one molecule with the formula CH2Cl2, from the Open Molecules 2025 dataset.

Its SMILES is ClCCl. Its spin multiplicity is 1. The calculation puts the orbital gap at 11.9 eV. For the highest occupied orbital energy, the calculation gives -10.977 eV.

Geometry as XYZ:
```
5
CH2Cl2, DFT wB97M-V/def2-TZVPD
Cl 8.40 22.49 -0.85
C 7.59 23.93 -0.13
Cl 7.91 23.92 1.55
H 7.86 24.83 -0.68
H 6.51 23.93 -0.28
```

Charges in e, computed with Mulliken, in the same order as the atoms: number 1, Cl, carries -0.1590; number 2, C, carries -0.2287; number 3, Cl, carries -0.1282; number 4, H, carries 0.2688; number 5, H, carries 0.2471

---

(2)
The following is a quantum chemistry calculation of one molecule with the formula CH2Cl2, from the Open Molecules 2025 dataset.

Its SMILES is ClCCl. Its spin multiplicity is 1. The calculation puts the orbital gap at 11.8 eV. For the highest occupied orbital energy, the calculation gives -10.772 eV.

Geometry as XYZ:
```
5
CH2Cl2, DFT wB97M-V/def2-TZVPD
Cl 0.01 1.22 1.03
C -0.11 -0.11 -0.10
Cl 1.15 -0.35 -1.09
H -1.01 0.18 -0.45
H -0.04 -0.94 0.61
```

Charges in e, computed with Mulliken, in the same order as the atoms: number 1, Cl, carries -0.1788; number 2, C, carries -0.2222; number 3, Cl, carries -0.1187; number 4, H, carries 0.2879; number 5, H, carries 0.2318

---

(3)
The following is a quantum chemistry calculation of one molecule with the formula CH2Cl2, from the Open Molecules 2025 dataset.

Its SMILES is ClCCl. Its spin multiplicity is 1. The calculation puts the orbital gap at 12.0 eV. For the highest occupied orbital energy, the calculation gives -11.056 eV.

Geometry as XYZ:
```
5
CH2Cl2, DFT wB97M-V/def2-TZVPD
Cl -0.83 -1.43 -0.44
C 0.13 0.01 0.07
Cl -0.57 1.50 -0.57
H 0.10 -0.09 1.16
H 1.18 0.01 -0.22
```

Charges in e, computed with Mulliken, in the same order as the atoms: number 1, Cl, carries -0.1552; number 2, C, carries -0.2330; number 3, Cl, carries -0.1341; number 4, H, carries 0.2506; number 5, H, carries 0.2717

---

Which structure is the most stable? The one labeled (3).

---

(1)
The following is a quantum chemistry calculation of H20O10Xe as an isolated structure, from the Open Molecules 2025 dataset.

Its spin multiplicity is 1. The calculation puts the orbital gap at 10.3 eV. For the highest occupied orbital energy, the calculation gives -10.366 eV.

Geometry as XYZ:
```
31
H20O10Xe, DFT wB97M-V/def2-TZVPD
Xe 0.64 0.24 -0.22
O 1.65 -3.10 -0.05
H 1.77 -3.16 -1.00
H 0.77 -2.76 0.06
O -2.50 -0.01 -2.37
H -2.07 0.60 -1.77
H -3.43 0.11 -2.21
O 1.12 0.80 3.30
H 1.36 1.73 3.32
H 0.41 0.75 2.67
O -3.04 -0.40 1.31
H -2.36 -1.06 1.14
H -3.69 -0.87 1.83
O -1.62 1.58 2.34
H -2.08 2.35 2.69
H -2.32 0.98 2.08
O -1.20 -2.44 0.94
H -1.12 -3.00 1.70
H -1.97 -2.78 0.48
O -2.18 2.37 -0.42
H -1.71 2.38 0.41
H -1.88 3.15 -0.88
O 4.29 2.01 -1.49
H 5.01 2.12 -2.11
H 3.50 1.98 -2.04
O 5.02 0.39 0.57
H 5.89 0.80 0.52
H 4.50 0.87 -0.07
O -0.69 -1.64 -3.80
H -1.40 -1.40 -3.20
H -0.67 -2.60 -3.76
```

These are the Mulliken partial charges, in e, on atoms 1 to 8: number 1, Xe, carries 0.0018; number 2, O, carries -0.6089; number 3, H, carries 0.3170; number 4, H, carries 0.2698; number 5, O, carries -0.6451; number 6, H, carries 0.2990; number 7, H, carries 0.2972; number 8, O, carries -0.6053

---

(2)
The following is a quantum chemistry calculation of H20O10Xe as an isolated structure, from the Open Molecules 2025 dataset.

Its spin multiplicity is 1. The calculation puts the orbital gap at 11.1 eV. For the highest occupied orbital energy, the calculation gives -10.769 eV.

Geometry as XYZ:
```
31
H20O10Xe, DFT wB97M-V/def2-TZVPD
Xe -5.59 10.38 -17.56
O -7.30 7.04 -19.29
H -6.94 7.72 -19.85
H -7.62 6.37 -19.89
O -5.53 8.60 -20.74
H -4.70 8.69 -20.28
H -5.81 9.50 -20.90
O -4.41 12.92 -20.54
H -4.55 13.74 -21.01
H -5.05 12.31 -20.93
O -2.91 9.24 -19.56
H -2.78 9.07 -18.62
H -2.53 8.48 -19.99
O -2.57 8.72 -16.63
H -3.38 8.88 -16.15
H -2.41 7.78 -16.53
O -5.49 6.54 -16.32
H -6.07 6.73 -17.05
H -5.73 5.65 -16.04
O -6.81 11.24 -21.18
H -7.35 10.74 -21.79
H -7.29 11.20 -20.35
O -7.80 13.07 -16.43
H -7.48 12.66 -15.62
H -7.04 13.51 -16.79
O -5.41 14.10 -17.97
H -4.51 14.09 -17.66
H -5.45 13.42 -18.64
O -8.71 10.67 -19.01
H -8.91 10.42 -18.11
H -9.54 11.00 -19.36
```

These are the Mulliken partial charges, in e, on atoms 1 to 8: number 1, Xe, carries 0.0077; number 2, O, carries -0.6001; number 3, H, carries 0.3713; number 4, H, carries 0.2858; number 5, O, carries -0.6677; number 6, H, carries 0.3456; number 7, H, carries 0.3921; number 8, O, carries -0.6289

---

Which structure is the most stable? The one labeled (2).

---

(1)
The following is a quantum chemistry calculation of a 2-piece molecular cluster, C3H3Cl2N3 overall, from the Open Molecules 2025 dataset.

Its spin multiplicity is 1. The calculation puts the orbital gap at 9.0 eV. For the highest occupied orbital energy, the calculation gives -9.208 eV.

Geometry as XYZ:
```
11
C3H3Cl2N3, DFT wB97M-V/def2-TZVPD
C -0.82 -0.22 0.05
C 0.00 -1.43 0.60
C 0.29 0.61 -0.58
H -0.44 -2.16 1.29
H 2.55 0.57 0.07
H -0.78 2.19 -0.86
N 1.28 -1.23 0.39
N 1.37 -0.13 -0.31
N 0.22 1.84 -0.95
Cl -2.12 -0.71 -1.03
Cl -1.55 0.66 1.34
```

These are the Mulliken partial charges, in e, on atoms 1 to 8: number 1, C, carries 0.7035; number 2, C, carries -0.4551; number 3, C, carries 0.2948; number 4, H, carries 0.3941; number 5, H, carries 0.3840; number 6, H, carries 0.2448; number 7, N, carries -0.5114; number 8, N, carries -0.0792

---

(2)
The following is a quantum chemistry calculation of a 2-piece molecular cluster, C3H3Cl2N3 overall, from the Open Molecules 2025 dataset.

Its spin multiplicity is 1. The calculation puts the orbital gap at 8.3 eV. For the highest occupied orbital energy, the calculation gives -9.418 eV.

Geometry as XYZ:
```
11
C3H3Cl2N3, DFT wB97M-V/def2-TZVPD
C 1.77 -0.24 -0.19
C 0.49 0.18 -0.44
C -2.33 -0.35 0.71
N 1.72 -1.09 0.87
N 0.51 -1.21 1.27
N -0.23 -0.47 0.50
Cl -2.92 -1.45 -0.43
Cl -2.66 1.30 0.45
H 2.70 0.00 -0.67
H 0.05 0.84 -1.16
H -2.34 -0.68 1.74
```

These are the Mulliken partial charges, in e, on atoms 1 to 8: number 1, C, carries -0.5342; number 2, C, carries -0.0781; number 3, C, carries 0.1754; number 4, N, carries -0.3789; number 5, N, carries -0.5277; number 6, N, carries 0.3588; number 7, Cl, carries -0.0260; number 8, Cl, carries -0.0394

---

Which structure is the most stable? The one labeled (2).

---

(1)
The following is a quantum chemistry calculation of one molecule with the formula C21H29N5O2, from the Open Molecules 2025 dataset.

Its SMILES is COc1ccccc1N1CCN([C@H]2CCCN(C(=O)Cn3cccn3)C2)CC1. Its spin multiplicity is 1. The calculation puts the orbital gap at 8.1 eV. For the highest occupied orbital energy, the calculation gives -7.456 eV.

Geometry as XYZ:
```
57
C21H29N5O2, DFT wB97M-V/def2-TZVPD
C 6.14 1.87 -0.52
O 4.90 1.39 -0.07
C 4.53 0.11 -0.39
C 5.28 -0.71 -1.22
C 4.90 -2.02 -1.48
C 3.76 -2.52 -0.88
C 2.99 -1.71 -0.06
C 3.34 -0.38 0.20
N 2.62 0.42 1.08
C 2.19 1.74 0.67
C 0.83 1.68 -0.02
N -0.15 1.14 0.91
C -1.54 1.30 0.54
C -2.02 2.74 0.74
C -3.52 2.81 0.47
C -3.82 2.30 -0.94
N -3.32 0.95 -1.10
C -4.20 -0.05 -1.29
O -5.39 0.14 -1.45
C -3.65 -1.48 -1.39
N -3.03 -1.92 -0.17
C -2.13 -2.92 -0.04
C -1.89 -3.07 1.31
C -2.72 -2.12 1.91
N -3.40 -1.44 1.01
C -1.90 0.84 -0.89
C 0.23 -0.21 1.29
C 1.62 -0.16 1.94
H 6.24 2.87 -0.08
H 6.96 1.24 -0.17
H 6.17 1.95 -1.61
H 6.18 -0.33 -1.68
H 5.50 -2.63 -2.13
H 3.46 -3.54 -1.06
H 2.10 -2.13 0.37
H 2.93 2.18 0.01
H 2.11 2.36 1.57
H 0.53 2.69 -0.32
H 0.93 1.06 -0.93
H -2.12 0.67 1.23
H -1.79 3.06 1.75
H -1.49 3.40 0.05
H -3.87 3.84 0.56
H -4.05 2.20 1.19
H -4.89 2.28 -1.13
H -3.34 2.94 -1.69
H -2.93 -1.55 -2.21
H -4.51 -2.11 -1.63
H -1.72 -3.43 -0.89
H -1.23 -3.76 1.79
H -2.84 -1.90 2.96
H -1.55 -0.18 -1.06
H -1.40 1.50 -1.62
H -0.50 -0.59 2.01
H 0.25 -0.89 0.42
H 1.93 -1.16 2.26
H 1.55 0.48 2.83
```

These are the Mulliken partial charges, in e, on atoms 1 to 8: number 1, C, carries -1.0327; number 2, O, carries -0.3741; number 3, C, carries 0.5978; number 4, C, carries -0.4594; number 5, C, carries -0.7258; number 6, C, carries -1.1064; number 7, C, carries -0.2907; number 8, C, carries 0.8749

---

(2)
The following is a quantum chemistry calculation of one molecule with the formula C21H29N5O2, from the Open Molecules 2025 dataset.

Its SMILES is Cc1cnn(CCCNC(=O)C[C@@H]2CCN(Cc3ccc(C(N)=O)cc3)C2)c1. Its spin multiplicity is 1. The calculation puts the orbital gap at 9.6 eV. For the highest occupied orbital energy, the calculation gives -8.981 eV.

Geometry as XYZ:
```
57
C21H29N5O2, DFT wB97M-V/def2-TZVPD
C 0.05 -6.51 5.96
C 0.75 -5.23 5.64
C 0.44 -3.93 6.10
N 1.27 -3.02 5.61
N 2.11 -3.70 4.83
C 3.14 -3.00 4.09
C 2.55 -2.07 3.04
C 3.65 -1.36 2.25
N 3.15 -0.48 1.19
C 2.42 0.65 1.63
O 2.98 1.63 2.04
C 0.92 0.64 1.38
C 0.59 0.69 -0.11
C 1.10 1.97 -0.83
C -0.14 2.54 -1.52
N -1.03 1.39 -1.65
C -2.39 1.74 -2.00
C -2.49 2.32 -3.39
C -1.86 1.69 -4.46
C -1.95 2.21 -5.73
C -2.70 3.36 -5.97
C -2.76 3.88 -7.38
N -3.80 4.72 -7.67
O -1.92 3.58 -8.21
C -3.33 4.00 -4.90
C -3.22 3.48 -3.62
C -0.92 0.70 -0.38
C 1.83 -5.03 4.82
H 0.66 -7.37 5.67
H -0.15 -6.60 7.03
H -0.90 -6.59 5.44
H -0.34 -3.63 6.78
H 3.75 -2.44 4.80
H 3.78 -3.75 3.63
H 1.92 -2.65 2.36
H 1.91 -1.34 3.55
H 4.26 -0.75 2.92
H 4.31 -2.10 1.79
H 2.54 -1.04 0.59
H 0.48 -0.26 1.83
H 0.50 1.51 1.88
H 1.01 -0.19 -0.61
H 1.53 2.67 -0.12
H 1.87 1.72 -1.55
H -0.61 3.31 -0.88
H 0.06 2.98 -2.49
H -3.00 0.83 -1.95
H -2.82 2.45 -1.27
H -1.27 0.80 -4.27
H -1.45 1.75 -6.57
H -4.63 4.71 -7.10
H -3.91 4.96 -8.64
H -3.87 4.92 -5.06
H -3.70 3.99 -2.79
H -1.36 -0.30 -0.43
H -1.43 1.26 0.43
H 2.43 -5.72 4.25
```

These are the Mulliken partial charges, in e, on atoms 1 to 8: number 1, C, carries -1.2416; number 2, C, carries 0.2977; number 3, C, carries -0.4356; number 4, N, carries -0.9596; number 5, N, carries 0.7510; number 6, C, carries -1.0318; number 7, C, carries 0.0400; number 8, C, carries -1.0739

---

Which structure is the most stable? The one labeled (2).